1.
# C18H28F3NO5

A 3-piece molecular cluster, C18H28F3NO5 overall in a non-equilibrium geometry (the ωB97M-V functional and the def2-TZVPD basis, OMol25).

ORCA input file:
```
! wB97M-V def2-TZVPD RIJCOSX def2/J DEFGRID3
* xyz 0 1
C 2.66489 -4.06634 1.91876
C 3.33987 -3.98872 0.57215
O 3.99036 -4.92942 0.15870
N 3.26755 -2.75463 -0.12626
C 3.66681 -2.86872 -1.53543
C 1.99327 -2.12718 0.03517
C 1.89710 -0.90785 0.55907
C 0.60053 -0.23698 0.74578
O 0.51413 0.95521 0.97281
C -0.60019 -1.09505 0.66305
C -0.54118 -2.30957 0.12735
C -1.75026 -3.19197 0.03948
F -1.93841 -3.69444 -1.18299
F -2.85724 -2.51716 0.37943
F -1.62471 -4.22343 0.89881
C 0.75392 -2.85072 -0.38353
O 0.79500 -3.85088 -1.07520
H 3.09593 -3.36237 2.62085
H 2.83019 -5.06172 2.29324
H 1.59273 -3.91018 1.86793
H 4.01039 -1.89456 -1.86306
H 4.48089 -3.56434 -1.65273
H 2.85549 -3.17053 -2.18565
H 2.78827 -0.38512 0.85895
H -1.53365 -0.70036 1.02380
C -0.01430 3.74616 2.48762
C -0.91252 3.01742 3.46980
O -1.27317 3.78226 4.60642
C -1.99750 4.96784 4.34440
C -3.33329 4.73434 3.65845
H 0.86183 4.15109 2.99701
H 0.31272 3.06372 1.70773
H -0.53134 4.57965 2.00708
H -0.38519 2.14798 3.86397
H -1.80830 2.63810 2.96397
H -1.38597 5.67201 3.76895
H -2.16713 5.42384 5.32006
H -3.20739 4.35431 2.64329
H -3.89155 5.66879 3.59485
H -3.92641 4.00743 4.21478
C 0.86435 -0.14556 -4.73658
C -0.08040 -0.81859 -3.75608
O -0.43785 -0.00333 -2.65380
C -1.12200 1.19819 -2.96106
C -2.45372 0.98275 -3.65928
H 1.74070 0.24451 -4.21702
H 1.19201 -0.85974 -5.49215
H 0.38681 0.68769 -5.25430
H 0.40988 -1.69221 -3.32315
H -0.97654 -1.18468 -4.26850
H -0.47997 1.86580 -3.54592
H -1.29094 1.68713 -2.00110
H -2.32580 0.56904 -4.66083
H -2.98264 1.93071 -3.75835
H -3.07607 0.29038 -3.09075
*
```

As for the HOMO-LUMO gap: 7.52 eV. The HOMO energy is -0.3523 hartree. The total energy comes out at -1433.1789 a.u. As for the structure (SMILES): CC(=O)N(C)C1=CC(=O)C=C(C(F)(F)F)C1=O.CCOCC.CCOCC.

***

2.
# C18H28N2O10PS3Sc

C18H28N2O10PS3Sc as an isolated structure in a non-equilibrium geometry (the ωB97M-V functional and the def2-TZVPD basis, OMol25).

ORCA input file:
```
! wB97M-V def2-TZVPD RIJCOSX def2/J DEFGRID3
* xyz 0 1
Sc 0.79169 0.13982 0.33000
O 4.45766 1.54784 -0.37071
S 3.35386 1.08194 0.41549
O 2.21474 2.01132 0.47417
O 2.78426 -0.21585 -0.00896
C 3.92668 0.87986 2.09322
C 5.21903 1.30482 2.35978
C 5.74137 1.18309 3.63774
C 4.97597 0.62066 4.64735
C 3.68049 0.20168 4.38585
C 3.14288 0.34025 3.11481
S 1.42737 -0.16360 2.92685
O 0.95848 -0.49080 4.23640
O 0.72826 0.97065 2.27327
O 1.37657 -1.25577 1.93661
H 5.79063 1.71502 1.53898
H 6.74646 1.52640 3.84273
H 5.38759 0.51197 5.64164
H 3.05786 -0.23935 5.15132
C -0.62422 3.67896 0.22910
N 0.41283 3.99500 -0.73231
C 1.17418 5.14971 -0.72887
C 2.16052 4.99103 -1.63022
N 1.99567 3.73226 -2.16979
C 0.94946 3.10652 -1.59709
S 0.41935 1.53903 -1.96146
H -1.34601 4.49170 0.27693
H -0.18294 3.51414 1.21224
H -1.11974 2.76040 -0.07904
H 0.94556 5.98509 -0.09197
H 2.94522 5.65402 -1.94469
H 2.62324 3.25840 -2.79540
C -3.33541 1.12587 -2.22423
C -3.34112 -0.39767 -2.29789
C -4.33739 -0.97443 -1.29722
C -3.65104 -0.86052 -3.71571
O -1.99438 -0.88397 -2.04137
P -1.28696 -1.07311 -0.64825
O 0.19307 -1.28885 -0.94826
O -1.35741 0.13333 0.26992
O -1.95924 -2.30495 0.08458
C -1.63205 -3.72622 -0.10447
C -0.36132 -4.06268 0.66905
C -2.82425 -4.45802 0.49615
C -1.48301 -4.08648 -1.58268
H -4.30022 1.50821 -2.55860
H -2.54857 1.52945 -2.86111
H -3.15466 1.45168 -1.19936
H -5.33775 -0.60743 -1.52417
H -4.06451 -0.66905 -0.28609
H -4.34256 -2.06383 -1.34091
H -4.61940 -0.47195 -4.02930
H -3.66939 -1.94998 -3.76378
H -2.87950 -0.49314 -4.39237
H -0.50786 -3.88408 1.73491
H 0.46833 -3.44988 0.32800
H -0.10997 -5.11306 0.52113
H -2.92496 -4.19976 1.55058
H -2.67734 -5.53417 0.40636
H -3.74495 -4.17884 -0.01764
H -0.70057 -3.48784 -2.04360
H -2.41761 -3.91728 -2.12092
H -1.21300 -5.13755 -1.67666
*
```

As for the HOMO-LUMO gap: 8.74 eV. The HOMO energy is -0.3074 hartree. The total energy comes out at -3861.6579 a.u.

***

3.
# C18H28N2O4

One molecule with the formula C18H28N2O4 (the ωB97M-V functional and the def2-TZVPD basis, OMol25).

ORCA input file:
```
! wB97M-V def2-TZVPD RIJCOSX def2/J DEFGRID3
* xyz 0 1
C -3.73063 -3.97352 -1.58316
C -3.81555 -3.60935 -0.10596
C -3.47969 -2.14214 0.17047
C -2.01550 -1.82271 -0.12096
H -1.81558 -1.91871 -1.18786
C -1.54240 -0.42055 0.29940
C -2.36204 0.73306 -0.33861
C -3.51663 1.25262 0.51707
H -4.22331 0.45169 0.74148
H -3.12272 1.63411 1.46212
C -4.26211 2.37870 -0.19679
C -5.40705 2.92172 0.64956
H -5.92330 3.72218 0.12531
H -5.03282 3.31509 1.59233
H -6.12728 2.13617 0.86861
H -3.56351 3.18648 -0.42491
H -4.65638 2.00641 -1.14488
H -2.72960 0.39283 -1.30666
H -1.68246 1.56930 -0.52400
C -0.12562 -0.24013 -0.26962
O 0.16623 -0.50781 -1.41017
N 0.74786 0.26713 0.63395
N 2.01017 0.70170 0.24888
C 2.10760 1.98181 -0.23426
O 3.10904 2.53112 -0.60868
O 0.89760 2.58743 -0.16955
C 0.86950 3.92375 -0.64478
H 0.99040 3.94279 -1.72960
H 1.67150 4.50720 -0.18883
H -0.10262 4.32195 -0.36438
C 3.04526 -0.26126 0.24080
C 2.87702 -1.41794 0.99781
C 3.86165 -2.38764 1.01338
C 5.02332 -2.21777 0.28049
C 5.18866 -1.06848 -0.47258
C 4.20914 -0.09205 -0.50035
H 4.34961 0.79647 -1.09041
H 6.08805 -0.92792 -1.05322
H 5.79119 -2.97643 0.29432
H 3.71765 -3.28058 1.60366
H 1.97288 -1.56246 1.56898
H 0.39419 0.55590 1.53768
O -1.46576 -0.29923 1.70945
H -2.33235 -0.51824 2.06968
H -1.38251 -2.54500 0.40296
H -4.12712 -1.51305 -0.44245
H -3.70195 -1.93863 1.22299
H -3.13844 -4.24839 0.46520
H -4.83092 -3.80434 0.24844
H -4.05302 -5.00095 -1.73522
H -2.71272 -3.88033 -1.95101
H -4.37241 -3.32292 -2.17337
*
```

As for the HOMO-LUMO gap: 9.06 eV. Its energy above the lowest of the compared OMol25 structures with the same formula, charge and spin is 184.64 kJ/mol. The HOMO energy is -0.3116 hartree. The total energy comes out at -1113.1737 a.u. As for the structure (SMILES): CCCCC(O)(CCCC)C(=O)NN(C(=O)OC)c1ccccc1.